C17H40FeN5O10P | wB97M-V/def2-TZVPD

Output
2S+1 = 5
F_max = 4.08 eV Å⁻¹
calculated total energy = -89882.290 eV
net charge = -2
⟨S²⟩ = 6.0157

Atoms and positions in Å:
H  -21.93553  19.69253  -11.79340
H  -24.17010  25.82941  -11.47229
C  -19.88048  21.15074  -16.54777
H  -20.71820  28.10301  -16.52862
O  -25.44271  23.61923  -18.10541
H  -21.41482  26.24542  -15.64517
H  -24.40183  24.02479  -14.16718
C  -20.85003  25.58632  -16.32486
H  -21.50056  23.48391  -12.15899
H  -18.06211  19.97881  -16.59436
H  -22.76184  23.86240  -22.59654
O  -26.01463  23.56385  -15.62680
H  -23.66039  23.75335  -19.28499
O  -24.18186  22.11916  -16.56586
H  -19.51930  19.04716  -16.31483
H  -24.83195  24.42739  -10.72022
H  -20.76959  22.49046  -21.84412
H  -19.57018  26.05819  -19.29413
Fe  -22.37951  22.86529  -16.25057
N  -23.47520  24.03454  -12.29855
N  -22.08294  23.55261  -20.62964
H  -19.93374  24.54334  -18.47949
P  -24.88587  23.54994  -16.66518
O  -22.03820  22.94254  -18.41943
H  -20.79737  18.85146  -18.49214
C  -23.15116  18.18092  -20.46596
N  -23.74310  19.58002  -12.90253
N  -22.62506  19.20310  -19.59138
C  -21.18432  19.31488  -19.40096
H  -20.61734  28.12343  -18.27229
C  -20.75863  23.05961  -20.91356
H  -22.86232  20.56066  -18.07127
N  -20.29675  26.25983  -17.36500
C  -24.37091  18.54807  -12.13372
H  -20.64723  18.90285  -20.26098
H  -20.36397  22.46884  -20.09156
H  -23.03678  21.10498  -11.65391
C  -22.65609  20.32692  -12.32541
C  -20.17081  27.68346  -17.37581
O  -23.62936  24.46267  -16.41374
C  -19.02327  19.98878  -16.06177
O  -22.67746  22.97063  -14.14109
C  -22.58983  23.46006  -19.36253
H  -20.95866  20.38069  -19.45144
H  -20.07953  23.92248  -20.99879
H  -25.20492  18.13518  -12.69869
H  -23.99730  17.73547  -19.93104
H  -23.49764  20.66258  -14.60366
H  -22.22332  25.30421  -21.75044
O  -24.94270  19.21979  -14.82423
O  -21.13124  21.21006  -15.97027
C  -22.74562  24.34424  -21.61405
H  -19.13433  28.02873  -17.28236
C  -24.11654  19.83584  -14.20787
H  -18.85318  20.05493  -14.98460
C  -23.53239  23.64266  -13.60072
H  -24.80833  18.99414  -11.23020
H  -23.76812  24.54664  -21.30238
C  -23.46036  19.86344  -18.69610
H  -21.95796  24.86397  -11.13595
H  -20.04222  21.02421  -17.64040
H  -22.38700  17.43465  -20.68009
C  -19.50201  25.53149  -18.33810
H  -22.06928  20.77258  -13.13120
H  -23.55525  18.57112  -21.40736
H  -18.45620  25.50258  -18.01942
H  -22.42608  23.16874  -10.69960
C  -24.52127  24.80446  -11.70003
H  -19.34789  22.11960  -16.43428
H  -23.65951  17.75521  -11.88201
H  -25.35582  24.95708  -12.38201
O  -20.76632  24.39585  -16.16959
C  -22.27914  23.88816  -11.51071
O  -24.64305  19.64885  -18.68678



C11H18S | wB97M-V/def2-TZVPD

Output
2S+1 = 1
F_max = 6.38 eV Å⁻¹
relative energy (zero: lowest compared OMol25 entry of this formula, charge and spin) = 4.1457 eV
net charge = 0

Atoms and positions in Å:
H  1.24850  1.25261  -0.14144
H  -3.23730  -0.01427  1.56132
H  -0.57356  2.13798  -1.85194
H  1.21222  0.02018  2.60038
C  -2.42220  1.90208  2.12198
C  -0.17557  -0.44672  -0.37452
H  -0.07608  1.22914  1.09407
H  0.63661  1.00486  -2.41234
H  2.50654  0.37786  1.41759
H  0.60682  -2.03033  -1.90410
C  1.45167  -1.76568  1.38109
H  -1.45172  -0.63623  -2.12782
C  -1.11635  -1.15817  0.51421
C  0.91637  -1.37729  -1.09714
H  -2.02867  0.58369  -0.86436
C  -0.48587  1.21404  -2.31405
H  1.90050  -3.16818  -0.20498
H  2.17918  -2.25457  2.06007
C  -2.34207  0.62533  1.57492
C  1.80169  -2.05406  -0.07398
H  -1.98827  -1.49995  0.06670
S  -0.25696  -2.16177  1.78521
C  0.67663  0.63089  0.53469
H  -3.34983  2.28404  2.26491
H  2.88131  -1.81367  -0.28130
C  -1.08168  0.16032  -1.41575
H  1.54525  -0.62371  -1.52583
C  1.55062  -0.16429  1.51333
H  -0.91325  1.27449  -3.35669
H  -1.61112  2.52928  2.17322



C16H22BF3N2O4S4SbTc | wB97M-V/def2-TZVPD

Output
2S+1 = 1
F_max = 0.72 eV Å⁻¹
relative energy (zero: lowest compared OMol25 entry of this formula, charge and spin) = 0.6071 eV
net charge = 0

Atoms and positions in Å:
C  -0.99618  -0.44382  -2.52172
C  -1.29351  1.76094  -3.68756
O  3.45470  1.78598  2.15904
H  -2.99259  1.17858  -1.60115
H  -1.62872  -3.57831  3.04409
H  1.90275  -3.14995  1.79693
H  0.01779  1.38216  -2.04496
C  -2.00097  1.52052  -1.29032
C  2.58925  2.64592  -0.21677
C  0.99966  -3.51616  2.28276
H  2.61701  2.84033  -1.29074
H  1.13961  -4.58034  2.48635
N  2.87084  1.25572  0.02793
C  2.95757  -0.99015  -0.71061
H  -2.29771  1.49597  -4.02772
C  1.21391  3.00988  0.27762
H  0.85843  -3.44775  -0.48354
H  -0.58619  1.45194  -4.46082
N  3.68803  -0.37478  1.46169
H  3.32740  3.27743  0.26982
C  0.01696  -3.93470  0.01249
C  -1.44945  -3.99020  2.05026
F  -0.12283  6.21004  1.06574
S  -3.15836  1.97994  2.04344
C  -0.23324  -3.31597  1.39538
S  -3.66229  0.23608  1.08109
C  3.57473  -1.42175  0.54351
O  3.94577  -2.53798  0.80176
H  0.24977  -4.99625  0.12116
S  -4.09113  3.46097  0.95887
H  -0.76536  -0.95263  -1.58422
C  3.34614  0.94521  1.29186
O  0.32734  2.20524  0.36681
S  -7.23806  1.34574  1.10776
H  0.87946  -2.99731  3.23511
C  -0.99300  1.07444  -2.35423
O  1.06308  4.32710  0.48404
H  -0.27464  -0.75973  -3.27937
B  0.05210  4.92083  1.22136
H  4.05684  -0.61697  2.37068
H  -2.04205  2.62475  -1.24539
Sb  -5.53944  1.64409  -0.27627
C  -0.53499  -1.88560  1.22136
H  -1.26960  -5.06368  2.14660
H  -0.86486  -3.83383  -0.62201
C  2.63573  0.28277  -0.92843
F  2.73059  -1.92813  -1.62785
H  -1.24936  2.84821  -3.59633
H  -1.98596  -0.77847  -2.84650
H  -2.34627  -3.83733  1.44935
Tc  -1.47121  1.11451  0.65909
H  2.16861  0.60036  -1.85096
F  -0.70622  4.23702  2.04715
C  -0.88987  -0.73085  1.06636



C33H44CsF5N8O5S | wB97M-V/def2-TZVPD

Output
2S+1 = 1
F_max = 4.13 eV Å⁻¹
relative energy (zero: lowest compared OMol25 entry of this formula, charge and spin) = 2.7261 eV
net charge = -2

Atoms and positions in Å:
C  1.28615  1.85699  1.21742
H  -3.08155  -2.56981  -3.79488
H  -4.05075  1.00999  -5.66228
C  -4.15535  -0.06961  -5.76018
H  -4.78105  -2.05011  -3.77588
H  -4.03375  -2.63071  -5.27838
C  4.00065  -4.42631  0.10942
N  -0.71935  0.87819  0.44942
C  -2.88255  1.48329  1.22432
C  -2.40625  -0.10121  -4.03608
H  3.57345  0.59939  -0.69358
H  -3.94675  1.31599  1.15912
H  -5.21445  -0.33091  -5.68468
H  0.47735  -5.46451  0.34832
H  -4.85935  4.74839  2.57552
H  4.61725  4.93459  1.60532
H  4.57345  1.67869  4.41282
H  1.68525  -5.10301  1.60302
O  -1.65965  -3.48931  -2.74848
C  -2.81485  -5.42911  1.13382
H  -2.35665  -1.20411  -2.46908
C  -4.16305  2.38529  3.80492
H  -0.73055  3.23409  -2.75158
H  -2.39715  -0.01671  -0.25038
C  -1.63585  -4.08421  -0.46358
F  5.86925  -1.27781  -4.59938
C  -2.82035  -4.31341  1.96732
C  -2.24735  -3.14141  1.51342
H  -1.88835  3.70819  4.54752
F  4.25545  -2.69511  -4.64458
O  1.92745  -2.85941  0.11732
C  -0.18265  1.78239  1.26332
C  -0.96915  1.79879  -3.98548
H  4.30215  -5.44991  -0.08318
C  3.53865  4.17599  4.02182
H  4.63755  -3.74121  -0.44098
H  2.00285  -6.37251  0.37432
H  5.79395  1.71989  3.14482
C  -2.19315  -5.30701  -0.09998
H  -3.54365  1.77109  4.45482
S  2.26005  -4.13811  -0.52208
H  2.93145  3.55159  4.67272
H  -1.50965  0.74519  -5.63098
H  -4.82825  2.98409  4.42632
Cs  0.77635  -1.63041  -1.66068
H  1.55615  3.09339  2.95082
C  -0.97335  2.58709  2.09232
H  -3.24735  4.82519  4.45582
H  -2.24345  -2.23581  2.11652
C  -2.53315  4.25509  3.86322
H  -1.93105  4.95969  3.29412
N  0.35495  1.56989  -4.25188
N  -1.91325  -0.41031  -2.91358
C  -3.85605  -2.05961  -4.36378
C  -4.17475  4.12699  1.99932
C  -3.28595  3.29679  2.93572
C  -0.95955  -3.90121  -1.81178
H  5.86445  4.85389  2.85612
C  4.33185  3.32499  3.02652
H  4.04405  -4.19751  1.16802
C  3.16465  1.15619  0.13702
H  -3.79775  -0.37221  -6.75428
C  3.99765  1.79789  1.04342
H  -4.76045  3.48509  1.34792
C  4.68665  -1.61091  -3.96738
N  -1.68465  -3.01291  0.31982
H  5.86615  3.69769  1.52622
N  -1.44655  2.71999  -3.25868
F  3.34315  -0.10241  -5.13948
F  5.09385  -2.07101  -2.75848
C  -2.35375  2.44609  2.08342
O  -3.47585  -7.68981  0.77952
C  5.20055  2.33609  3.81432
H  -3.56225  4.77239  1.37332
H  1.03345  1.92049  -3.59128
H  5.87735  2.87099  4.47982
C  5.22805  4.25989  2.20162
C  3.60395  -0.56881  -3.81178
N  -3.42925  -0.72311  -4.70538
H  -4.77245  1.72489  3.19572
H  -2.14975  -6.15571  -0.76688
H  5.06685  1.71549  0.92792
H  2.89245  4.87909  3.50172
F  4.28265  0.55719  -3.24528
N  1.85355  1.19569  0.21032
N  -1.88635  1.01709  -4.72758
H  4.22495  4.74569  4.64632
C  2.04965  2.55629  2.15872
C  3.43355  2.55029  2.07312
C  1.53505  -5.41591  0.57592
O  -4.12455  -6.67361  2.66582
H  -3.28525  -4.38841  2.94082
O  0.26325  -4.17391  -1.88238
C  -3.54185  -6.74221  1.57292
C  -2.02345  0.73279  0.43182
H  -0.50675  3.32249  2.72612
H  0.63295  0.68599  -4.65308